(1)
23
Properties=species:S:1:pos:R:3:lowdin_charge:R:1 method="wB97M-V/def2-TZVPD" e_homo_ev=-8.7715
C 0.70739 1.02878 -2.65780 -0.070
C -0.02451 0.26693 -1.53295 -0.422
C 1.01469 -0.14859 -0.41895 -0.114
C 0.50207 -1.18903 0.51530 -0.375
C 1.20296 -2.31289 0.81701 0.064
C -1.78160 -1.03154 1.12725 -0.028
N -0.57614 -0.80551 1.33874 0.007
N -1.10581 1.04313 -0.94102 0.042
H 1.34274 0.38489 -3.27612 0.078
H 0.06564 1.57922 -3.31136 0.057
H 1.29559 1.81131 -2.17796 0.076
H -0.43259 -0.66190 -1.92512 0.126
H 1.91924 -0.45951 -0.91699 0.115
H 1.18491 0.76486 0.16643 0.097
H 0.85313 -2.90738 1.65366 0.057
H 2.10618 -2.57066 0.28401 0.053
H -2.62727 -0.60260 1.62982 0.068
H -2.12930 -1.77767 0.35471 0.098
H -0.65105 1.70338 -0.32983 0.052
H -1.82354 1.50278 -1.46636 0.074
H -0.28510 1.20213 2.31475 0.017
H 0.75320 1.77200 1.53538 -0.003
O 0.01620 2.09100 2.06467 -0.069

---

(2)
24
Properties=species:S:1:pos:R:3:lowdin_charge:R:1 method="wB97M-V/def2-TZVPD" e_homo_ev=-9.6738
C -0.95954 -2.07182 0.25052 -0.013
C 2.53121 -1.79235 -0.61757 -0.107
C 0.22731 -2.42696 -0.61836 -0.552
O 0.10153 -2.69058 -1.79083 0.076
N 1.43549 -2.45001 0.05500 0.000
H -1.91641 -2.19239 -0.26471 0.082
H 1.33268 -2.26326 1.03979 0.119
H 3.43689 -1.56280 -0.05874 0.078
H -1.31762 -2.79177 0.99069 0.085
H -0.76517 -1.08772 0.66493 0.070
H 2.97941 -2.34749 -1.44731 0.082
H 2.21709 -0.84375 -1.06923 0.080
C 0.92941 2.32283 1.01279 -0.055
C -2.48023 1.64193 -0.50586 -0.001
C -1.47765 2.11712 0.49964 -0.556
O -1.70968 2.54648 1.61322 0.050
N -0.17985 2.09580 0.04560 -0.013
H 0.14537 2.33537 -0.86885 0.117
H 1.36310 1.32667 1.11552 0.068
H -2.47031 0.55265 -0.50887 0.069
H 1.68590 2.83549 0.41648 0.078
H 0.61135 2.83594 1.90578 0.077
H -3.52002 1.92154 -0.35847 0.083
H -2.20026 1.98908 -1.50117 0.082

---

(3)
24
Properties=species:S:1:pos:R:3:lowdin_charge:R:1 method="wB97M-V/def2-TZVPD" e_homo_ev=-9.7688
C 0.95966 2.29069 0.76843 -0.007
C 2.25361 -1.19525 1.33990 -0.067
C 1.91048 1.13945 0.89321 -0.571
O 3.04290 1.20915 0.44548 0.044
N 1.46163 0.02367 1.52786 0.004
H 0.90939 2.60715 -0.26445 0.078
H 0.46974 -0.09962 1.68943 0.109
H 1.78774 -2.05013 1.80426 0.075
H -0.04323 2.09044 1.15100 0.067
H 1.34976 3.19146 1.24336 0.086
H 2.24027 -1.46957 0.28109 0.088
H 3.24040 -0.93714 1.70294 0.085
C -2.16239 -1.16200 0.64645 -0.097
C -0.95061 0.09944 -2.69213 0.000
C -1.60224 -0.87496 -1.73468 -0.556
O -1.87722 -2.01699 -2.02864 0.066
N -1.89477 -0.34483 -0.50551 -0.010
H -1.93002 0.65645 -0.43656 0.121
H -1.35626 -1.86769 0.83833 0.080
H -0.70929 -0.42925 -3.60912 0.083
H -2.26110 -0.53909 1.52881 0.077
H -3.09759 -1.73024 0.60159 0.087
H -1.70563 0.87203 -2.87268 0.088
H -0.03523 0.53682 -2.31838 0.069

---

(4)
24
Properties=species:S:1:pos:R:3:lowdin_charge:R:1 method="wB97M-V/def2-TZVPD" e_homo_ev=-9.0644
C 2.96009 1.44374 1.41690 0.004
C -0.88325 1.19373 1.82968 -0.040
C 1.53362 1.01143 1.23931 -0.529
O 1.31960 -0.13014 0.81548 -0.007
N 0.49193 1.75790 1.69469 0.022
H 3.07684 2.51307 1.58737 0.073
H 0.50082 2.71606 1.99860 0.132
H -0.95166 1.08426 2.91699 0.091
H 3.29497 0.94548 2.33181 0.096
H 3.52886 1.23115 0.51666 0.088
H -1.55876 1.87271 1.31374 0.085
H -1.09033 0.23007 1.38801 0.065
C -0.94259 -2.84414 -0.58340 -0.104
C -0.72399 0.68126 -1.87057 0.000
C -1.18764 -0.72605 -1.70300 -0.567
O -2.10781 -1.16505 -2.36732 0.035
N -0.47001 -1.51670 -0.85143 0.015
H 0.00328 -1.07796 -0.06008 0.067
H -0.92810 -3.06095 0.50122 0.086
H 0.06098 0.91476 -1.13327 0.059
H -1.96697 -3.11318 -0.86683 0.080
H -0.39834 -3.66729 -1.04758 0.075
H -0.16241 0.73831 -2.79684 0.086
H -1.57313 1.36707 -1.84425 0.089

---

(5)
24
Properties=species:S:1:pos:R:3:lowdin_charge:R:1 method="wB97M-V/def2-TZVPD" e_homo_ev=-9.1547
C 1.58842 -1.27270 -1.94750 -0.047
C -1.24719 1.25252 -2.00962 0.000
C 0.06320 0.61855 -2.39214 -0.545
O 0.82586 0.95723 -3.28904 0.022
N 0.44652 -0.41160 -1.57665 -0.027
H -0.17255 -0.69376 -0.83771 0.074
H 2.49465 -0.91104 -1.45403 0.072
H -1.99949 0.56574 -1.59437 0.085
H 1.31258 -2.28288 -1.66591 0.086
H 1.79725 -0.89852 -2.96621 0.083
H -1.16758 1.90641 -1.15555 0.070
H -1.58458 1.74266 -2.92238 0.086
C -1.68017 -0.92112 2.77983 -0.009
C 1.35378 1.00244 1.22582 -0.023
C -0.51603 -0.74816 1.81358 -0.543
O -0.36368 -1.66245 1.00610 0.014
N 0.19281 0.38579 1.92316 0.015
H -2.39539 -1.52997 2.22307 0.085
H -0.17207 1.08954 2.54665 0.124
H 1.19778 2.07212 1.09599 0.087
H -1.41088 -1.49282 3.66263 0.080
H -2.18064 -0.06329 3.21309 0.069
H 2.13033 0.87376 1.99419 0.089
H 1.48709 0.42153 0.32699 0.053

---

(6)
24
Properties=species:S:1:pos:R:3:lowdin_charge:R:1 method="wB97M-V/def2-TZVPD" e_homo_ev=-9.5232
C -2.46546 0.26511 -1.69952 -0.003
C -0.26777 1.93245 0.98508 -0.084
C -1.31606 1.08445 -1.09712 -0.561
O -0.31850 1.25328 -1.78174 0.032
N -1.37835 1.59179 0.16726 -0.002
H -2.07245 -0.73136 -1.92241 0.063
H -2.17727 1.23793 0.67924 0.132
H 0.29218 1.03618 1.24827 0.067
H -3.35438 0.03662 -1.12474 0.078
H -2.60755 0.66006 -2.69788 0.085
H 0.38510 2.70998 0.62535 0.089
H -0.61450 2.24888 1.97996 0.094
C 3.09469 -0.52674 0.70667 -0.072
C -0.40918 -1.65925 -0.08095 0.004
C 0.97614 -1.61142 0.61900 -0.550
O 1.32082 -2.39393 1.47087 0.061
N 1.73842 -0.58313 0.15906 -0.001
H 1.43168 0.07229 -0.53984 0.108
H 3.02464 -0.34360 1.81059 0.094
H 3.59966 -1.47548 0.61060 0.079
H -0.48715 -1.72752 -1.15919 0.075
H 3.58247 0.36943 0.34423 0.078
H -0.81826 -2.50707 0.46625 0.083
H -1.15891 -0.93895 0.23093 0.051

---

(7)
25
Properties=species:S:1:pos:R:3:lowdin_charge:R:1 method="wB97M-V/def2-TZVPD" charge=+2 e_homo_ev=-13.9962
Sn -4.34560 1.81571 2.99468 1.447
C 0.84430 3.36205 -2.73022 0.007
C 1.06069 4.47032 -1.69182 -0.498
O 0.64294 4.30178 -0.56802 0.102
N 1.84501 5.50885 -2.16409 0.054
C 2.13643 6.65069 -1.29116 -0.049
H 0.73285 2.38589 -2.25823 0.084
H 1.69243 3.27865 -3.40979 0.086
H -0.05916 3.55080 -3.31009 0.087
H 1.92735 5.68899 -3.15448 0.150
H 1.49054 7.49595 -1.52877 0.090
H 3.14198 7.04541 -1.43664 0.096
H 1.88939 6.51098 -0.23876 0.090
C 0.60219 -4.42457 2.13779 0.019
C -0.80623 -4.48804 1.71059 -0.604
O -1.35993 -3.50825 1.32654 0.117
N -1.36447 -5.68297 1.71496 0.047
C -2.74029 -6.03502 1.34033 -0.031
H 1.24673 -4.34052 1.26280 0.107
H 0.85366 -5.27012 2.77802 0.093
H 0.76346 -3.53572 2.74775 0.094
H -0.76081 -6.44340 1.99327 0.147
H -2.92478 -7.01118 0.89181 0.093
H -3.11295 -5.25814 0.67273 0.085
H -3.39565 -6.06807 2.21068 0.087

---

(8)
23
Properties=species:S:1:pos:R:3:lowdin_charge:R:1 method="wB97M-V/def2-TZVPD" e_homo_ev=-6.3360
C 1.66924 -1.49219 -0.15934 -0.280
C 0.49961 -2.11140 -0.02490 -0.122
C 2.93627 0.52661 0.03172 -0.136
C -1.92660 -1.88230 0.00928 -0.172
C -0.62162 1.66118 1.37842 -0.159
C -0.92050 1.22044 -1.76150 -0.164
N 1.75110 -0.17398 -0.36722 -0.189
N -0.68661 -1.20116 0.09123 -0.255
Si -0.38908 0.48847 -0.13362 0.741
H 2.54345 -2.01152 -0.23906 0.078
H 0.34179 -3.13338 0.22696 0.082
H 3.77185 -0.16161 -0.29098 0.098
H 2.97113 1.43203 -0.43916 0.028
H 2.66360 0.57552 1.16642 0.109
H -1.99688 -2.65821 0.76523 0.075
H -2.77206 -1.23946 0.23351 0.075
H -2.12026 -2.37236 -0.93319 0.075
H -0.34400 2.62113 1.03048 -0.001
H -1.48453 1.79102 2.04228 0.036
H 0.19427 1.41025 2.02998 0.006
H -0.06123 1.57620 -2.44378 0.075
H -1.58908 0.57129 -2.17488 -0.019
H -1.38767 2.16200 -1.45587 0.020

---

Calculated total energy: -421.7002; -496.9922; -497.0272; -497.0205; -497.0094; -497.0107; -710.5000; -635.9534 (Ha)